(1)
A molecular structure, C24H77N12NaO13. Source: OMol25; level of theory: the ωB97M-V functional and the def2-TZVPD basis.

```
127
Properties=species:S:1:pos:R:3:forces:R:3
Na -0.84594 -0.28761 0.56684 -0.292 0.225 -0.123
O 2.07389 -0.96426 3.21361 -0.282 -0.944 0.380
H 1.81645 -1.66357 3.84786 0.275 0.621 -0.451
C 2.15072 -1.91193 -0.01381 -0.829 -1.802 -0.611
O 1.00749 -1.65864 0.76618 0.671 0.057 2.134
H 2.98068 -1.26548 0.08181 0.714 1.109 0.505
H 2.49053 -2.94672 0.13478 0.170 0.070 0.239
H 1.82624 -1.90560 -1.03125 -0.127 0.288 -0.907
H 1.34752 -1.66570 1.74542 -0.466 0.621 -1.180
C -0.30305 0.34886 5.44799 -0.219 0.468 0.955
O -0.19544 0.25582 4.10295 -0.480 -0.064 -2.947
H 0.43769 -0.26564 5.90967 0.335 -0.593 0.865
H -0.13731 1.37112 5.72215 0.118 0.793 0.773
H -1.31939 0.08879 5.73455 -0.016 -0.239 0.326
H 0.70561 0.03669 3.78202 0.324 -0.500 0.195
C -1.26566 -2.46071 -3.08697 1.516 0.008 -0.772
O -0.28035 -1.81977 -3.96010 -0.219 0.220 1.074
H -1.12605 -2.11473 -2.07855 0.349 0.612 0.297
H -2.25620 -2.17317 -3.36619 -0.742 -0.313 -0.361
H -1.05356 -3.52459 -3.02594 -0.481 -0.271 -0.392
H -0.26960 -2.14254 -4.86605 -0.434 -0.310 0.230
C 2.61052 2.06032 3.07993 0.388 1.002 0.419
O 2.25686 1.29028 1.95683 0.174 1.614 -0.542
H 2.84147 3.11422 2.79366 -0.480 -0.613 -0.027
H 1.81369 2.03197 3.83929 0.185 0.250 -0.148
H 3.53666 1.71353 3.54658 -0.064 -0.209 -0.004
H 2.02912 0.45290 2.35313 -0.110 -1.628 0.122
C -3.33418 -4.64659 0.07895 1.434 -1.133 -1.585
O -3.70816 -3.50088 0.00175 0.082 0.361 0.153
N -4.08457 -5.75037 0.08025 -3.463 -1.263 -0.001
N -2.04074 -5.11309 -0.03162 2.684 0.852 -0.078
H -3.83071 -6.55058 0.62274 0.229 -0.149 -0.018
H -5.06702 -5.68228 -0.17444 0.399 0.175 0.525
H -1.71685 -6.00436 -0.44760 -1.318 0.856 0.551
H -1.33763 -4.41368 -0.21177 -0.030 0.301 0.334
C 0.54967 4.15474 -0.13160 -0.595 0.180 -0.802
O 0.06351 4.90889 -0.96992 0.832 -0.597 0.025
N 1.43650 3.13892 -0.30018 -0.850 0.528 0.862
N 0.08787 4.24621 1.18337 0.109 0.151 0.472
H 1.94198 2.95296 -1.14553 0.127 -0.209 -0.173
H 1.47029 2.51280 0.50316 0.659 -0.256 -0.576
H 0.78888 4.04657 1.87508 0.260 -0.339 0.247
H -0.20807 5.19293 1.31969 -0.550 0.372 0.094
C 5.93248 -0.89254 2.52115 1.446 -2.049 -0.723
O 7.13333 -0.73223 2.39195 0.892 0.194 -1.124
N 5.18071 -1.82283 1.89332 -0.346 -0.677 -0.965
N 5.25285 -0.26114 3.41210 -2.452 2.139 2.554
H 4.24257 -2.02107 2.23014 0.279 0.084 -0.476
H 5.60660 -2.31839 1.13639 -0.140 -0.302 -0.027
H 5.76111 0.31791 4.02878 0.308 0.493 0.603
H 4.29388 -0.50260 3.60267 -0.380 0.184 0.066
C 4.45552 1.34203 -1.28201 -0.816 -2.486 -2.063
O 3.30511 1.53675 -1.73346 1.341 0.473 -0.096
N 5.45002 0.70402 -2.04009 -1.513 0.795 -0.318
N 4.74657 1.46722 -0.00791 -0.569 1.696 1.414
H 6.39688 0.58698 -1.74085 0.034 -0.028 0.228
H 5.08723 0.16512 -2.82029 0.210 0.204 0.212
H 4.00745 1.85703 0.57311 0.387 -0.481 0.044
H 5.46770 0.91901 0.38082 0.695 -0.339 0.638
C -2.55991 -3.55208 3.77519 -1.039 1.174 0.602
C -2.75643 -2.33800 2.87995 -0.135 0.962 -0.803
C -3.48796 -1.21417 3.63849 -0.909 -0.216 -0.367
O -4.82836 -1.55913 3.95760 0.459 -0.435 1.133
C -5.80048 -1.48082 2.95827 0.233 0.194 -0.733
N -1.51310 -1.73994 2.36952 -0.568 -0.255 -0.390
H -3.55989 -3.60765 4.29207 1.119 -0.694 -0.168
H -1.77694 -3.23025 4.47750 -0.211 -0.571 0.162
H -2.27469 -4.46527 3.24994 -0.114 0.102 0.071
H -3.39856 -2.58464 2.01877 0.357 0.015 0.257
H -3.55903 -0.26483 3.13242 0.472 0.129 -0.943
H -2.98902 -0.95056 4.55936 0.182 -0.362 0.635
H -5.94358 -0.44284 2.58625 0.238 -0.394 0.035
H -6.71404 -1.76971 3.46073 -0.315 -0.186 -0.170
H -5.58734 -2.16392 2.10022 -0.214 0.446 0.455
H -0.98472 -1.32490 3.12950 0.254 -0.060 0.024
H -0.95343 -2.41815 1.86985 0.197 -0.203 0.259
C -3.85706 2.50952 3.43494 0.705 1.097 0.122
C -3.37585 2.07075 2.05884 -1.129 -0.938 -0.724
C -3.61523 3.11364 0.97610 -0.661 0.529 0.819
O -5.02778 3.37567 0.87010 0.953 -1.178 -0.179
C -5.19482 4.38843 -0.05635 0.632 2.090 -0.563
N -1.99733 1.62919 1.99287 1.053 0.546 -0.410
H -3.49719 1.81582 4.17543 -0.019 -0.462 0.376
H -4.93111 2.61704 3.53236 -0.181 -0.109 -0.209
H -3.40781 3.49345 3.72619 -0.246 -0.591 -0.384
H -3.96735 1.20026 1.69184 -0.038 0.402 0.549
H -3.19655 2.78681 0.01598 -0.087 0.045 0.048
H -3.18792 4.08764 1.26416 0.492 -0.251 -0.120
H -6.26918 4.64439 -0.10819 0.568 -0.324 -0.363
H -4.68985 4.19986 -1.07275 -1.022 -0.082 1.186
H -4.65842 5.31849 0.33531 -0.626 -0.762 -0.510
H -1.42422 2.45106 1.88616 0.387 0.550 -0.382
H -1.59572 1.24886 2.83859 -0.484 -0.520 0.502
C -0.95341 2.26125 -3.14566 -0.240 0.780 -1.006
C -1.25427 1.41968 -1.92226 0.377 -0.595 0.196
C -2.57502 0.69141 -2.15678 1.200 0.209 -0.552
O -2.94181 -0.11584 -1.07738 0.036 0.154 -0.467
C -4.36045 -0.24592 -0.99678 0.486 0.302 0.563
N -0.13703 0.43985 -1.70051 -1.098 -0.098 -0.101
H -0.15591 2.98379 -2.91218 -0.180 -0.272 -0.237
H -1.83786 2.86596 -3.49230 0.743 -0.512 0.386
H -0.64049 1.60877 -4.02013 -0.296 0.646 1.048
H -1.37020 1.99175 -0.98390 0.233 0.167 -0.479
H -2.37544 0.05534 -3.03275 -0.491 0.080 -0.208
H -3.33415 1.45245 -2.40247 0.050 -0.299 0.130
H -4.42024 -1.13415 -0.38607 -0.922 -0.196 0.192
H -4.87843 -0.37492 -1.98080 0.573 0.082 0.693
H -4.69494 0.67054 -0.46490 -0.490 -0.605 -0.376
H -0.06380 -0.12637 -2.55155 0.014 0.076 0.275
H 0.74074 0.93244 -1.63094 0.282 0.273 0.106
C 2.42705 0.01181 -6.29356 0.530 -0.693 -0.451
C 3.34026 -0.76656 -5.33422 0.470 -0.819 -0.771
C 4.82919 -0.36413 -5.49660 -1.031 -0.368 -0.147
O 5.27589 -0.73359 -6.79960 -0.070 0.409 0.721
C 6.58328 -0.29902 -7.07545 0.816 -0.307 -1.290
N 3.01836 -0.52465 -3.96259 -0.545 0.805 1.794
H 2.78296 1.04086 -6.39916 -0.109 -0.034 0.031
H 1.37528 0.02465 -5.98822 0.226 -0.120 0.129
H 2.50777 -0.49001 -7.25645 -0.182 0.326 -0.327
H 3.35206 -1.89169 -5.55625 -0.476 1.414 0.378
H 5.37750 -0.86519 -4.66369 0.054 0.235 -0.740
H 4.83830 0.72235 -5.36284 0.492 0.160 0.012
H 7.30318 -0.67366 -6.33967 -0.017 -0.257 -0.059
H 6.74052 0.78991 -7.10008 -0.557 -0.007 0.094
H 6.85754 -0.67341 -8.11248 -0.319 0.284 1.338
H 2.93084 0.48397 -3.73029 0.546 -0.617 -0.358
H 2.09023 -0.84302 -3.68321 0.231 -0.494 -0.377
```
Positions in Å, forces in eV/Å.

For the gap between HOMO and LUMO, the calculation gives 9.03 eV. The calculation puts the largest force on an atom at 0.08045 Eh/bohr. Its net charge is 0. For the HOMO energy, the calculation gives -9.11 eV. The total energy is -2758.19734 a.u.

---

(2)
14 unconnected molecules or ions with the total composition C24H80N4O18. Source: OMol25; level of theory: the ωB97M-V functional and the def2-TZVPD basis.

```
126
Properties=species:S:1:pos:R:3:forces:R:3
C 2.83824 2.22551 3.94472 -0.265 0.997 1.882
C 1.52014 2.82746 4.51648 0.129 -0.444 -0.626
C 1.66353 4.29717 4.87275 0.296 0.165 2.140
O 2.49537 4.65728 6.01790 0.277 0.593 -1.841
C 2.22694 3.95540 7.18991 -0.456 -0.086 -0.460
N 0.45818 2.69209 3.52129 -1.271 0.974 -2.056
H 2.64408 1.19905 3.75606 0.171 -1.047 -0.117
H 3.60472 2.35062 4.74161 -0.314 -0.335 -0.523
H 3.24372 2.69028 3.05868 -0.262 0.421 -0.381
H 1.17290 2.16822 5.33940 0.423 0.632 -0.144
H 0.68605 4.75202 5.00720 -0.468 -0.098 0.287
H 2.08980 4.80847 4.04897 0.660 0.476 -0.884
H 2.35293 2.92075 6.90727 -0.131 -0.743 0.828
H 1.18385 4.16982 7.47394 0.245 -0.305 0.493
H 2.95748 4.23576 7.96114 -0.384 0.032 -0.262
H 0.65767 3.22264 2.62371 0.044 -0.579 1.431
H -0.48114 3.06422 3.82434 1.459 -0.690 -0.059
C -7.44141 -0.27590 -2.04163 -1.601 -0.148 -2.195
C -6.71306 -0.51895 -0.77264 0.267 -1.203 1.274
C -7.31712 0.29246 0.39163 -0.083 -0.655 0.139
O -6.50837 0.38343 1.60987 -0.504 -0.596 -1.731
C -6.85186 -0.60211 2.54124 -0.849 0.157 1.428
N -6.82551 -1.96670 -0.43732 1.373 -0.035 1.238
H -8.53563 -0.65189 -2.07848 1.691 0.590 0.534
H -6.98237 -0.71958 -2.97875 -0.113 0.276 1.327
H -7.44633 0.79526 -2.22433 -0.219 0.221 -0.184
H -5.67189 -0.20502 -0.84260 0.272 0.024 -0.352
H -8.32054 -0.16596 0.55703 0.552 0.505 0.425
H -7.40796 1.31602 0.09729 -0.285 0.661 -0.373
H -6.08751 -0.60694 3.33797 -0.360 -0.161 -0.429
H -7.06383 -1.58199 2.14309 0.716 -0.498 -0.485
H -7.84475 -0.38595 2.98453 0.400 0.411 0.191
H -6.15646 -2.13856 0.35110 -0.860 0.087 -0.811
H -6.44117 -2.56673 -1.16887 -0.189 0.444 -0.150
C -1.16282 0.37831 -3.96513 -0.340 1.144 -1.329
C -2.16997 -0.75459 -4.10601 0.729 -1.831 -0.635
C -1.25577 -2.06532 -4.07524 0.450 1.400 -0.367
O -1.81624 -3.22275 -4.59697 -1.335 -0.398 -0.163
C -1.18427 -4.38539 -4.13587 -0.008 0.065 0.234
N -3.12936 -0.78097 -3.03663 -0.109 1.415 0.179
H -0.51491 0.22080 -3.10741 0.086 -0.105 0.199
H -1.58288 1.43814 -3.89078 0.260 -1.498 -0.166
H -0.53930 0.29225 -4.88317 -0.127 0.515 0.676
H -2.73075 -0.77883 -5.06941 0.590 0.385 0.421
H -1.02051 -2.19914 -3.02251 0.253 -0.092 0.433
H -0.32123 -1.91777 -4.64154 0.024 0.402 0.313
H -1.60153 -5.22203 -4.64849 -0.255 -0.518 -0.834
H -1.44788 -4.60759 -3.09310 0.542 0.437 0.214
H -0.10110 -4.35277 -4.33681 -0.165 -0.032 0.367
H -2.67194 -0.53726 -2.17718 0.247 0.467 0.576
H -3.37193 -1.70764 -2.83122 -0.842 -1.718 -0.051
C 4.27206 -3.04997 3.35588 1.180 -0.843 -0.387
C 4.61137 -2.24117 2.05486 -1.341 0.059 1.671
C 3.67710 -2.67906 0.97955 -1.108 0.216 -0.617
O 3.97238 -3.96331 0.54863 -0.053 -0.748 -0.236
C 2.99062 -4.47902 -0.33522 0.389 0.123 -0.834
N 4.35650 -0.76534 2.13320 0.531 -0.548 -0.117
H 3.25917 -3.41265 3.42031 -0.777 0.634 0.025
H 4.57381 -2.48847 4.22870 -0.153 0.131 0.352
H 4.79635 -4.03827 3.41612 0.149 0.921 -0.333
H 5.63359 -2.51707 1.82529 0.291 0.636 -0.423
H 3.74839 -1.94487 0.14301 -0.245 -0.438 0.179
H 2.62337 -2.69770 1.38591 0.700 0.491 -0.332
H 3.49711 -5.32695 -0.83167 -0.432 0.465 -0.075
H 2.69659 -3.67321 -1.08623 0.204 -1.079 0.738
H 2.09071 -4.89272 0.16211 0.324 0.508 0.050
H 3.36841 -0.56746 2.29973 0.108 -0.291 -0.043
H 4.87656 -0.30111 2.86566 0.124 -0.165 0.090
O -2.48200 -1.18257 -0.02531 0.318 1.210 -0.232
H -2.72225 -1.99532 0.42111 -0.276 -0.539 0.398
H -2.64719 -0.46429 0.62841 -0.331 -0.674 -0.557
O -0.84994 -2.49438 3.19776 1.687 0.073 0.680
H -1.19858 -1.62087 3.43257 -0.227 0.150 0.123
H 0.10388 -2.45501 3.47877 -1.403 -0.052 -0.495
O 4.39790 0.81674 -0.69572 -0.696 0.260 1.128
H 4.80490 0.34739 -1.41016 0.378 -0.636 -1.017
H 4.53481 0.24596 0.08571 -0.001 0.239 0.063
O -3.61618 0.89511 1.47544 -0.169 0.657 -0.525
H -3.11003 1.60795 1.00404 -0.604 -0.436 0.391
H -4.56252 0.93886 1.20864 0.644 -0.114 0.369
O -2.76417 -3.36502 1.55827 0.220 -0.179 0.292
H -1.86680 -3.14680 1.93148 -1.172 -0.359 0.157
H -3.37774 -3.52200 2.29994 0.744 0.177 -0.407
O -1.97904 0.37663 3.64241 1.031 -0.497 0.399
H -2.72982 0.57418 3.08412 -0.663 0.125 -0.573
H -1.21438 0.44192 3.04936 -0.169 0.273 0.363
C 3.00110 -2.09213 -3.52066 0.524 -0.690 -0.400
C 4.50354 -2.19226 -3.44553 0.176 -0.407 -1.256
O 5.11297 -0.95663 -3.19983 0.782 -0.067 1.438
O 2.39557 -1.28335 -4.48711 0.803 1.421 -1.235
H 2.69730 -1.76700 -2.58517 -0.808 0.745 2.251
H 2.63058 -3.10386 -3.62540 -0.311 -0.277 -0.333
H 4.89312 -2.56759 -4.41100 -0.076 -0.261 0.353
H 4.78363 -2.88141 -2.63121 -0.116 0.243 -0.332
H 4.81538 -0.33274 -3.83896 -0.407 0.970 -0.734
H 2.85001 -0.39853 -4.61536 -0.623 -1.406 0.560
C 2.64917 3.61049 -4.25502 -1.576 0.493 -0.632
C 3.11388 2.44915 -3.45394 0.519 0.080 0.278
O 3.82755 1.49185 -4.22571 0.503 -0.392 -0.625
O 3.73612 4.43853 -4.62746 0.477 0.064 0.725
H 1.91234 4.18484 -3.65763 0.295 -0.140 -0.042
H 2.07182 3.30121 -5.16427 0.828 0.201 0.517
H 2.29089 1.95192 -2.94277 0.030 -0.239 -0.146
H 3.77933 2.87245 -2.69213 -0.001 -0.279 0.298
H 4.52796 1.90893 -4.77150 -0.765 0.064 0.568
H 4.18077 4.66563 -3.77673 -0.328 -0.032 -1.038
C 0.79379 -0.21457 -0.21404 0.582 -1.309 -1.086
C 0.11590 -0.29896 1.12289 0.983 0.707 -0.151
O 1.08965 -0.12163 2.18017 -0.560 0.388 -0.284
O 1.34779 1.06016 -0.57657 0.763 -0.195 0.503
H 0.14094 -0.52741 -1.04994 -0.132 0.180 0.591
H 1.57166 -1.01078 -0.16673 -0.033 0.711 -0.233
H -0.37078 -1.25668 1.21112 0.039 -0.196 0.113
H -0.62940 0.47630 1.17901 -0.527 0.410 0.160
H 1.10508 0.84209 2.35114 -0.024 -0.463 0.261
H 2.33177 1.00081 -0.57839 -0.453 -0.093 -0.016
C -0.28122 4.00956 -0.83639 2.495 1.072 0.219
C -1.28066 2.94646 -0.80854 -2.869 -1.284 -2.287
O -1.91915 2.79064 0.44736 2.304 0.925 1.189
O 0.73686 3.71238 0.19384 -1.104 0.290 -0.119
H -0.71112 5.02713 -0.63923 0.591 -0.918 -0.129
H 0.33163 3.97221 -1.77686 -1.160 0.360 0.348
H -0.83485 1.99735 -1.09364 0.264 -0.165 -0.068
H -2.11065 3.10811 -1.57059 1.011 0.074 0.782
H -1.09677 2.97353 1.00368 -1.685 -0.434 0.011
H 1.05528 2.81860 -0.04066 0.024 0.014 0.096
```
Positions in Å, forces in eV/Å.

For the gap between HOMO and LUMO, the calculation gives 9.07 eV. The energy above the lowest of the compared OMol25 structures with the same formula, charge and spin is 0.0 kcal/mol. The calculation puts the largest force on an atom at 0.07559 Eh/bohr. Its net charge is 0. For the HOMO energy, the calculation gives -8.69 eV. The total energy is -2535.60663 a.u.

---

| no. | lowest unoccupied orbital energy (eV) |
| --- | --- |
| 1 | -0.08 |
| 2 | 0.38 |